(1)
11
Properties=species:S:1:pos:R:3:lowdin_charge:R:1 method="wB97M-V/def2-TZVPD" lumo_energy_ev=1.0094 energy_ha=-281.53139 total_charge=0 max_force_ev_per_a=2.2 e_above_lowest_kj_mol=154.0 orbital_gap_ev=10.01 smiles=Nc1cn[nH]c1
C -0.402 -0.091 -0.013 -0.361
H -0.819 1.812 0.086 0.117
H 2.740 -0.323 -0.032 0.147
H -2.252 -0.566 -0.810 0.070
N 1.420 1.257 0.067 0.039
N -1.815 -0.108 -0.037 0.050
C 0.090 1.200 0.059 -0.148
H 0.827 -1.982 -0.112 0.110
C 0.705 -0.910 -0.053 -0.046
N 1.765 -0.054 -0.011 -0.054
H -2.258 -0.235 0.855 0.077

(2)
150
Properties=species:S:1:pos:R:3:lowdin_charge:R:1 method="wB97M-V/def2-TZVPD" lumo_energy_ev=0.6249 energy_ha=-3152.49993 total_charge=0 max_force_ev_per_a=3.7 e_above_lowest_kj_mol=87.3 orbital_gap_ev=8.79
H 0.010 0.015 9.120 0.096
H -7.695 2.853 1.687 0.109
N -0.367 0.177 7.012 0.015
C 1.217 1.726 6.461 -0.085
N -0.913 -0.541 0.424 0.064
C 2.272 0.479 -5.856 -0.116
C 2.092 -1.323 3.897 -0.146
C -2.531 -0.764 3.509 -0.096
H -0.672 2.934 3.837 0.104
N 2.408 -1.534 5.214 0.028
H 1.213 4.261 1.966 0.125
H -4.808 -0.558 1.050 0.106
C -3.563 -0.021 2.846 -0.104
C 2.457 5.006 -1.132 -0.117
C 0.234 0.873 5.996 -0.185
H 0.133 -1.288 2.093 0.066
C -0.734 -6.111 -1.395 -0.151
H 2.707 -5.141 -1.789 0.092
C 0.623 3.853 -0.664 -0.176
C 1.870 -2.538 3.315 -0.104
H -2.442 1.899 0.161 0.098
C 6.172 2.640 -0.904 -0.140
H -2.057 3.438 -2.403 0.115
H -4.346 1.567 -0.611 0.107
C -5.419 1.933 -0.508 -0.160
C -0.528 -0.073 -0.823 -0.114
C 0.223 0.555 8.223 -0.102
C -1.351 3.001 2.990 -0.156
H 2.585 -3.203 6.495 0.124
C -1.160 -2.617 -4.639 -0.109
N -0.120 -4.975 -1.847 0.021
C 2.123 -3.519 4.341 -0.110
H -5.790 -1.551 -1.563 0.079
H -3.916 3.966 1.070 0.119
H 7.065 3.173 -1.275 0.111
C -0.740 0.954 -4.000 -0.144
C 2.705 4.363 3.423 -0.119
H 0.969 -4.919 -5.485 0.078
C 4.432 1.265 -0.768 -0.165
H 1.939 -0.334 3.479 0.081
C 1.012 -3.101 -4.404 -0.143
N 1.815 3.745 2.592 0.048
H 1.673 2.439 5.759 0.087
N -5.830 2.349 0.715 -0.013
C 3.429 -4.499 -2.238 -0.142
C -5.194 -2.360 -1.262 -0.094
H 5.990 3.379 1.121 0.116
C 3.096 2.151 3.447 -0.126
N -0.731 2.094 -3.220 0.014
C -5.433 -3.523 -0.478 -0.115
H 0.550 -3.196 -0.969 0.092
H -1.031 -6.924 -2.066 0.121
H 3.508 1.214 3.711 0.077
C 1.772 1.706 -6.305 -0.127
H 2.321 -0.657 0.618 0.079
C -3.903 -2.471 -1.630 -0.136
H 0.133 -1.321 -3.669 0.101
C -2.004 2.525 -2.975 -0.149
N 1.880 3.772 -1.183 0.018
C 1.299 -0.597 0.360 -0.123
H 1.558 -2.740 2.308 0.073
C -7.637 2.207 -0.505 -0.125
H -8.674 2.088 -0.808 0.088
C -0.928 -3.881 -5.174 -0.104
N -3.374 -2.021 1.868 0.037
H 1.292 2.096 -7.250 0.135
C -2.990 3.538 1.597 -0.128
H 2.717 5.398 3.616 0.100
H -1.926 -0.452 4.362 0.079
H 5.461 -3.238 -4.251 0.126
C -0.591 -4.655 0.263 -0.102
C 2.029 2.432 2.633 -0.198
H -3.358 -2.747 1.158 0.110
C 2.670 0.606 -4.497 -0.133
H 3.046 -0.147 -3.786 0.091
C -2.313 2.472 1.098 -0.201
N -1.271 2.191 1.901 0.047
H 3.064 -2.746 -0.864 0.112
H -0.605 1.467 1.727 0.093
H 1.744 2.051 8.575 0.072
C 0.191 -0.870 1.125 -0.171
H 3.708 0.481 -0.917 0.080
H -6.540 1.390 -2.336 0.082
C -6.548 1.805 -1.337 -0.098
C -4.337 -4.319 -0.494 -0.161
C 1.141 1.548 7.871 -0.117
H -2.480 -3.948 -1.488 0.096
C 3.589 -3.164 -1.802 -0.120
N 4.638 1.858 0.455 0.058
N 0.035 -2.219 -4.113 0.040
H 2.308 -0.439 -6.448 0.097
C -2.413 3.864 2.881 -0.070
H 2.091 -4.609 4.090 0.111
H 0.093 2.570 -2.808 0.119
H -2.708 4.670 3.539 0.095
H -1.234 0.264 -1.580 0.089
C 0.847 -0.056 -0.862 -0.112
C 5.663 2.762 0.299 -0.153
H 2.444 -0.894 5.982 0.129
C 2.430 -2.858 5.458 -0.175
C 4.159 -4.628 -3.318 -0.138
H 2.046 -2.941 -4.098 0.098
C 0.418 -4.169 -5.031 -0.135
C -2.451 -1.962 2.875 -0.168
N 1.933 2.581 -5.278 0.020
C 0.002 -4.100 -0.865 -0.162
H -3.770 0.963 3.089 0.066
H 2.430 2.896 -1.296 0.121
H 3.985 1.800 1.207 0.091
N -3.372 -3.665 -1.172 0.042
H -1.803 -2.806 2.954 0.101
H -3.303 -1.838 -2.203 0.082
C -1.045 -5.936 -0.115 -0.142
H 3.476 5.080 -1.470 0.111
H -0.601 5.452 0.005 0.107
H 0.499 -4.918 -2.674 0.126
C 2.464 1.905 -4.187 -0.173
H 1.502 0.133 -1.702 0.075
H -1.667 -4.471 -5.658 0.086
H -2.063 -2.000 -4.572 0.087
H 4.281 3.456 4.720 0.085
H 0.166 0.609 -4.468 0.073
H -1.873 -0.622 0.705 0.105
H -2.357 -0.163 -4.820 0.072
H 4.923 -1.546 -2.461 0.091
C -2.071 0.653 -4.182 -0.104
H 5.649 1.394 -2.653 0.095
H -6.265 -3.768 0.177 0.099
C 4.500 -2.505 -2.602 -0.134
H -5.147 2.630 1.376 0.077
H 0.010 2.985 -0.592 0.080
H 1.651 3.541 -5.285 0.145
C 5.427 1.669 -1.626 -0.101
C 3.561 3.436 3.949 -0.083
H -1.551 -6.641 0.579 0.116
H 1.674 6.940 -0.542 0.091
N 4.765 -3.399 -3.583 0.022
H -3.941 1.698 -3.435 0.092
H -0.783 -4.158 1.194 0.072
C 1.521 5.890 -0.638 -0.107
H 4.353 -5.506 -3.922 0.117
H -0.091 0.769 4.980 0.079
H -0.948 -0.645 6.888 0.145
C 0.390 5.163 -0.339 -0.128
C -4.059 -0.794 1.827 -0.112
C -7.184 2.609 0.753 -0.105
H 2.699 2.460 -3.269 0.090
H -4.097 -5.303 -0.146 0.109
H 1.337 1.736 2.081 0.108
C -2.860 1.630 -3.514 -0.101

(3)
46
Properties=species:S:1:pos:R:3:lowdin_charge:R:1 method="wB97M-V/def2-TZVPD" lumo_energy_ev=0.6063 energy_ha=-1258.16958 total_charge=0 max_force_ev_per_a=0.6 e_above_lowest_kj_mol=0.0 orbital_gap_ev=9.70 smiles="O=C1CC[C@H](C(=O)N2CCCC2)CN1Cc1cccc(C(F)(F)F)c1"
F -4.035 1.139 -0.057 0.137
H -3.049 -1.350 -0.845 0.096
F -4.412 1.975 1.890 0.146
C -2.190 2.134 1.051 -0.113
H 4.257 -0.042 0.926 0.121
C 3.375 -1.389 -0.539 -0.121
H 1.793 -2.188 0.732 0.133
C -1.913 3.185 1.912 -0.010
H 1.568 2.658 -1.389 0.132
C -0.020 2.346 0.034 -0.193
H 0.536 0.051 0.822 0.107
H -2.875 -2.956 0.971 0.111
O 1.228 -1.390 -2.327 0.067
N 2.019 1.041 -0.223 -0.028
C -0.827 -2.402 0.467 -0.148
H -2.648 3.501 2.636 0.119
C -2.623 -2.318 -1.110 -0.156
H 3.341 -1.452 -1.629 0.116
H -3.361 -2.874 -1.682 0.113
C -3.480 1.373 1.145 -0.584
C -1.317 -2.141 -1.873 -0.138
H 2.123 0.032 1.590 0.136
H -0.147 -3.094 0.971 0.120
H -0.462 4.642 2.484 0.108
O 3.749 1.970 -1.346 0.070
C 1.929 -1.406 -0.018 -0.178
H 0.554 1.230 -1.704 0.132
C 1.604 -0.045 0.627 -0.099
H -1.299 -1.265 -2.524 0.122
H -1.493 0.904 -0.558 0.123
H -1.088 -3.018 -2.488 0.131
C -0.685 3.820 1.823 -0.053
F -3.289 0.150 1.695 0.124
N -0.309 -2.000 -0.828 -0.041
C 3.311 1.084 -0.644 -0.456
C -2.172 -3.056 0.148 -0.154
H -2.032 -4.115 -0.071 0.115
H -0.977 -1.530 1.115 0.112
H 5.096 -0.073 -0.632 0.124
C -1.255 1.718 0.113 0.022
C 0.256 3.399 0.900 -0.009
C 1.020 1.837 -0.918 -0.081
C 4.116 -0.102 -0.156 -0.082
H 1.218 3.886 0.843 0.124
H 3.927 -2.252 -0.166 0.116
C 0.937 -1.616 -1.166 -0.434

(4)
62
Properties=species:S:1:pos:R:3:lowdin_charge:R:1 method="wB97M-V/def2-TZVPD" lumo_energy_ev=1.4432 energy_ha=-2634.37794 total_charge=-1 max_force_ev_per_a=1.4 orbital_gap_ev=5.18
H 1.077 -3.536 1.977 0.121
O -4.790 11.584 0.244 0.014
H 3.907 -5.534 -3.789 0.126
H 1.259 -7.247 -1.302 0.117
H 3.886 -3.913 -5.625 0.116
H -3.578 1.119 3.070 -0.136
O 1.879 -5.364 -3.450 0.016
F -1.027 5.649 1.766 0.062
C 2.983 -5.464 -4.367 -0.158
H 0.078 1.038 4.544 -0.105
H 2.693 -8.617 2.063 0.131
O -0.304 -1.178 2.153 0.092
H 2.870 -6.369 -4.961 0.122
C 0.374 -1.619 1.273 -0.475
C 1.461 -7.504 -0.265 -0.149
H -2.874 3.436 4.725 -0.113
H 2.225 -4.335 -6.036 0.118
C 2.348 -3.187 -4.217 -0.065
H -6.053 9.951 0.226 0.125
C -2.313 5.417 2.012 -0.413
H 0.388 1.072 2.316 -0.126
O 0.888 -0.842 0.286 0.027
C 2.922 -4.197 -5.208 -0.153
O 3.242 -5.804 2.127 0.128
H 3.127 -2.708 -3.621 0.134
C 0.767 -3.070 1.046 -0.065
C -3.800 11.428 1.163 -0.487
C -5.162 10.303 -0.299 -0.161
C -3.959 9.405 -0.061 -0.157
C 2.635 -8.460 -0.115 -0.156
C 1.565 -1.662 -0.684 -0.158
H 1.730 -2.434 -4.697 0.130
H -2.442 5.463 3.085 0.111
F -3.048 6.387 1.415 0.044
H -5.399 10.418 -1.354 0.120
H -3.236 9.535 -0.868 0.120
H 2.349 -9.507 -0.204 0.113
H -3.847 9.516 2.112 0.134
H 0.894 -1.828 -1.515 0.099
H 4.262 -8.200 1.324 0.123
H 2.853 -2.807 0.601 0.123
H -0.082 -3.603 0.617 0.133
F -1.855 3.662 0.504 -0.007
C -3.388 9.970 1.233 -0.074
C -2.688 4.005 1.530 -0.540
H 0.547 -7.893 0.190 0.129
C 2.809 -6.608 1.356 -0.482
H 2.029 -3.806 -0.593 0.082
O 1.850 -6.316 0.444 0.016
H 3.383 -8.250 -0.883 0.114
C 1.916 -2.946 0.057 -0.165
H 2.451 -1.136 -1.043 0.123
C 1.512 -4.062 -3.305 -0.471
O 0.675 -3.706 -2.531 0.115
H -2.308 9.874 1.283 0.129
H -4.214 8.349 -0.007 0.110
P -0.025 1.864 3.394 0.083
F -3.947 4.074 1.006 -0.013
O -3.375 12.338 1.813 0.113
C 3.186 -8.075 1.255 -0.075
In -2.504 2.513 3.241 0.343
S 1.200 3.420 3.550 -0.156

(5)
10
Properties=species:S:1:pos:R:3:lowdin_charge:R:1 method="wB97M-V/def2-TZVPD" lumo_energy_ev=3.8186 energy_ha=-1105.38955 total_charge=-1 max_force_ev_per_a=3.3 e_above_lowest_kj_mol=121.1 orbital_gap_ev=9.54 smiles="O=[P@]([O-])(Cl)[C@H]1CO1"
C 0.299 -0.052 0.254 -0.237
H 0.132 -0.108 1.370 0.128
O -3.444 -1.402 -0.902 -0.419
C -0.842 -0.305 -0.616 -0.427
Cl -2.708 1.457 -0.112 0.152
P -2.563 -0.714 0.100 0.145
O 0.281 -1.227 -0.486 -0.088
H 0.834 0.771 -0.048 0.069
O -2.540 -0.944 1.533 -0.390
H -0.788 0.076 -1.577 0.068

(6)
15
Properties=species:S:1:pos:R:3:lowdin_charge:R:1 method="wB97M-V/def2-TZVPD" lumo_energy_ev=1.0606 energy_ha=-304.81698 total_charge=0 max_force_ev_per_a=0.2 e_above_lowest_kj_mol=48.6 orbital_gap_ev=10.03 smiles=Cc1ccn(C)n1
H -3.149 -0.221 -0.582 0.073
N 1.076 -0.071 -0.204 -0.228
H -2.765 -0.376 1.138 0.076
H 2.418 -0.585 1.299 0.088
C -2.418 -0.619 0.127 -0.049
C -1.047 -0.062 -0.096 -0.365
C 2.362 -0.587 0.206 -0.032
H -1.273 2.158 -0.392 0.097
C -0.647 1.281 -0.305 -0.037
H 3.163 0.035 -0.198 0.085
C 0.725 1.229 -0.354 -0.087
H -2.388 -1.707 0.033 0.073
N 0.006 -0.864 -0.031 0.105
H 2.464 -1.612 -0.153 0.086
H 1.472 2.000 -0.489 0.117